# C5H11NO2

One molecule with the formula C5H11NO2 (wB97M-V/def2-TZVPD, the OMol25 dataset).

Geometry as XYZ:
```
19
Properties=species:S:1:pos:R:3:forces:R:3
O -0.0797 0.8855 3.4172 -0.217 -0.251 -0.472
C -0.1769 0.3632 2.3181 0.211 0.240 1.203
N -1.3458 0.1324 1.6828 -0.068 0.182 -0.407
C -1.4710 -0.3697 0.3199 -0.140 0.131 0.141
C -0.8524 0.4621 -0.7958 -0.619 0.782 0.373
C 0.6376 0.4948 -0.8277 1.655 0.715 0.633
C 1.2379 -0.8082 -1.2741 0.956 -0.027 -0.993
O 2.6633 -0.7563 -1.4762 -0.250 0.369 0.296
H 0.7291 0.0198 1.8037 -0.166 -0.144 -0.174
H -2.1886 0.2894 2.2182 0.194 0.211 -0.061
H -1.1208 -1.3811 0.2954 0.340 -0.749 -0.188
H -2.5223 -0.4132 0.0888 -0.484 -0.103 0.170
H -1.2172 1.4899 -0.6778 -0.105 -0.140 -0.113
H -1.2481 0.0780 -1.7372 0.016 0.023 -0.097
H 1.0518 0.7670 0.1643 -0.294 -0.206 -0.418
H 1.0509 1.3186 -1.4443 -0.525 -0.451 -0.224
H 1.0596 -1.6326 -0.5981 -0.284 -0.175 0.334
H 0.8131 -1.0620 -2.2503 -0.148 -0.154 0.061
H 2.9794 0.1225 -1.2271 -0.073 -0.253 -0.063
```
Forces are in eV/Å.

Its energy above the lowest of the compared OMol25 structures with the same formula, charge and spin is 109.2 kJ/mol. The charge is 0. The orbital gap comes out at 0.3916 Eh. The calculation puts the LUMO energy at 0.7981 eV. The highest occupied orbital energy is -9.86 eV. As for the SMILES: O=CNCCCCO. The total energy comes out at -402.33655 Eh.

***

# C5H11NO2

C5H11NO2 as an isolated structure (wB97M-V/def2-TZVPD, the OMol25 dataset).

Geometry as XYZ:
```
19
Properties=species:S:1:pos:R:3:forces:R:3
C -0.0604 -0.5920 -2.3295 -0.119 0.125 0.070
N -0.8732 -0.4744 -1.1143 0.078 0.171 -0.147
C -0.8184 0.8751 -0.4011 -0.777 0.090 -1.384
O -2.0518 0.9956 0.1995 0.739 -0.151 0.047
O -0.1590 1.7938 -0.8327 -0.179 -0.625 0.599
H -2.0835 1.8760 0.5975 0.059 0.000 -0.004
H -1.8297 -0.8051 -1.2195 0.086 0.154 0.000
H 0.9422 -0.2326 -2.1077 -0.032 0.082 -0.016
H 0.0071 -1.6455 -2.6003 -0.091 0.060 -0.018
H -0.4775 -0.0138 -3.1530 0.096 -0.014 -0.033
C 1.8472 0.1020 1.0428 0.046 -0.276 0.059
C 0.3681 -0.1391 1.1357 -0.083 -0.670 -0.562
C -0.2577 -0.4111 2.2804 0.145 0.008 -0.003
H -0.1964 -0.7491 -0.0445 0.042 0.824 1.323
H 2.0362 1.0899 0.6144 0.005 -0.007 0.085
H 2.3222 -0.6213 0.3715 -0.006 0.033 -0.009
H 2.3477 0.0173 2.0128 -0.002 0.136 -0.008
H 0.2775 -0.6126 3.2080 0.011 0.331 0.093
H -1.3406 -0.4532 2.3399 -0.018 -0.272 -0.092
```
Forces are in eV/Å.

Its energy above the lowest of the compared OMol25 structures with the same formula, charge and spin is 398.7 kJ/mol. The charge is 0. The orbital gap comes out at 0.3266 Eh. The calculation puts the LUMO energy at 0.7678 eV. The highest occupied orbital energy is -8.12 eV. The total energy comes out at -402.22629 Eh.

***

# C5H11NO2

A 2-piece molecular cluster, C5H11NO2 overall (wB97M-V/def2-TZVPD, the OMol25 dataset).

Geometry as XYZ:
```
19
Properties=species:S:1:pos:R:3:forces:R:3
O 0.4201 1.8812 -0.8765 0.239 -0.012 -0.138
C 0.1448 1.4380 0.2086 -0.565 0.505 0.459
N -1.0500 0.8279 0.5484 0.881 -0.886 -0.958
C -1.6944 0.1090 -0.5969 0.079 0.148 1.360
C -1.3373 -1.3673 -0.4114 0.714 -0.470 0.217
C -0.6642 -1.4998 0.9856 -1.016 0.425 -0.223
C -0.9173 -0.1378 1.6353 -0.267 -0.063 0.205
H 0.7781 1.5600 1.1058 0.245 0.081 -0.178
H -2.7563 0.2372 -0.4418 -0.337 0.195 -0.539
H -1.2977 0.5446 -1.4964 -0.310 0.183 -0.419
H -0.6153 -1.7241 -1.1312 0.087 0.119 -0.521
H -2.2017 -2.0253 -0.5066 -0.057 0.167 0.099
H 0.4014 -1.6938 0.9343 0.048 -0.257 -0.124
H -1.2054 -2.2702 1.5238 0.451 -0.272 0.340
H -0.1054 0.1718 2.2933 -0.201 -0.001 0.185
H -1.8584 -0.1763 2.1815 0.016 0.157 0.223
O 4.6468 1.0169 -1.8064 0.097 0.304 -0.035
H 4.5750 1.2181 -2.7451 -0.051 -0.134 -0.018
H 4.7373 1.8900 -1.4043 -0.055 -0.187 0.065
```
Forces are in eV/Å.

Its energy above the lowest of the compared OMol25 structures with the same formula, charge and spin is 93.1 kJ/mol. The charge is 0. The orbital gap comes out at 0.3879 Eh. The calculation puts the LUMO energy at 0.9421 eV. The highest occupied orbital energy is -9.61 eV. As for the SMILES: O=CN1CCCC1.O. The total energy comes out at -402.34268 Eh.

***

# C5H11NO2

A 2-piece molecular cluster, C5H11NO2 overall (wB97M-V/def2-TZVPD, the OMol25 dataset).

Geometry as XYZ:
```
19
Properties=species:S:1:pos:R:3:forces:R:3
C -0.0327 0.3759 0.4648 2.490 -1.440 -1.587
C -1.1934 1.8276 0.6558 -0.276 -0.247 -0.723
C 1.7971 -1.6591 -0.5913 -0.073 0.122 0.391
C -1.2516 0.3818 -1.6703 0.127 0.230 0.111
C 0.3423 -0.3081 1.7422 -0.126 0.119 -0.076
N -0.9870 -0.1081 -0.3309 -1.824 1.087 1.182
O 0.1804 1.7572 0.4174 -0.331 -0.557 0.092
O 1.1759 -0.4331 -0.7990 -0.195 0.824 0.649
H -1.7708 2.3744 -0.0806 0.026 -0.009 0.027
H -1.5178 1.8620 1.6904 0.044 -0.218 0.004
H 2.3608 -1.9552 -1.4879 -0.056 0.075 0.077
H 2.5092 -1.6305 0.2514 0.024 -0.068 -0.068
H 1.0762 -2.4663 -0.3792 0.036 -0.028 -0.019
H -2.3200 0.5903 -1.7586 0.050 0.012 0.039
H -1.0340 -0.4439 -2.3454 0.121 0.060 0.018
H -0.6595 1.2567 -1.9435 -0.002 -0.064 -0.060
H 1.4105 -0.1736 1.9025 -0.032 0.039 -0.005
H -0.1975 0.1193 2.5883 -0.005 0.034 0.012
H 0.1120 -1.3674 1.6739 0.002 0.028 -0.061
```
Forces are in eV/Å.

Its energy above the lowest of the compared OMol25 structures with the same formula, charge and spin is 683.5 kJ/mol. The charge is 0. The orbital gap (spin up / spin down) comes out at 0.2676 / 0.2848 Eh. The calculation puts the LUMO energy (spin up / spin down) at -0.5379 / -0.4218 eV. The highest occupied orbital energy (spin up / spin down) is -7.82 / -8.17 eV. The total energy comes out at -402.11780 Eh.

***

# C5H11NO2

A 2-piece molecular cluster, C5H11NO2 overall (wB97M-V/def2-TZVPD, the OMol25 dataset).

Geometry as XYZ:
```
19
Properties=species:S:1:pos:R:3:forces:R:3
O 1.6173 2.0966 -1.6535 -2.464 -1.153 1.990
C 0.5325 1.6416 -1.1741 3.314 1.899 -2.076
O -0.4449 -2.4806 2.2493 0.837 1.169 -0.771
C -0.5852 1.3931 -2.0384 -2.443 -0.644 -4.644
C 0.3188 1.3734 0.2089 -0.626 -1.410 2.472
C -0.6592 0.2926 0.6685 0.340 0.161 1.812
C 1.1678 -1.3023 0.4734 2.587 2.694 -4.620
N -0.2314 -1.0512 0.2044 -1.143 1.846 -1.568
H -1.2255 -2.9591 2.4704 -1.066 -0.666 0.227
H -1.6156 1.6599 -1.7258 0.819 0.633 0.193
H -0.7492 0.3008 -2.0817 0.469 0.170 -0.267
H -0.4298 1.7732 -3.1951 -0.178 -0.895 3.221
H 0.9596 1.8977 0.9598 -0.622 -0.428 -0.739
H -1.7235 0.4811 0.3078 1.234 -0.115 0.095
H -0.7850 0.2782 1.8501 0.519 0.087 -2.175
H 1.8010 -0.4252 -0.0998 -1.150 -2.667 1.181
H 1.6508 -2.2761 0.2825 -0.983 0.460 -0.021
H 1.1306 -1.0273 1.4275 1.407 0.396 4.728
H -0.7293 -1.6664 0.8657 -0.850 -1.537 0.963
```
Forces are in eV/Å.

Its energy above the lowest of the compared OMol25 structures with the same formula, charge and spin is 861.8 kJ/mol. The charge is 0. The orbital gap comes out at 0.1515 Eh. The calculation puts the LUMO energy at -4.1006 eV. The highest occupied orbital energy is -8.22 eV. The total energy comes out at -402.04991 Eh.

***

# C5H11NO2

One molecule with the formula C5H11NO2 (wB97M-V/def2-TZVPD, the OMol25 dataset).

Geometry as XYZ:
```
19
Properties=species:S:1:pos:R:3:forces:R:3
C -0.0838 -1.3488 1.6933 -0.838 -0.595 -1.566
C -0.7835 -0.4437 0.6332 0.199 -0.396 1.270
O -0.9261 0.8307 1.2871 -0.918 0.016 -0.540
C -0.0455 -0.3207 -0.6956 -0.186 0.339 0.252
C -0.7394 0.6062 -1.6940 -1.033 0.849 0.262
N 1.3844 -0.0008 -0.5184 -2.500 -0.169 -0.623
C 1.8151 1.2588 -0.2712 1.041 -0.746 0.407
O 2.9886 1.5242 -0.1317 0.063 0.431 0.059
H 0.3746 -0.6901 2.4164 0.559 -0.349 0.118
H 0.5321 -2.0808 1.1587 0.761 0.472 0.334
H -0.7949 -2.0445 2.1500 -0.236 0.633 0.371
H -1.7389 -0.9238 0.4191 -0.351 0.403 -0.092
H -1.8320 1.1594 1.1499 0.603 -0.126 0.026
H -0.1150 -1.3106 -1.1473 0.334 -0.173 0.105
H -1.8091 0.8220 -1.5373 -0.013 -0.957 0.482
H -0.4329 1.6525 -1.6236 0.808 -0.317 -0.521
H -0.7109 0.1642 -2.6831 0.467 0.464 -0.313
H 1.9100 -0.8396 -0.4544 1.297 0.105 0.129
H 1.0073 1.9854 -0.1513 -0.055 0.116 -0.158
```
Forces are in eV/Å.

Its energy above the lowest of the compared OMol25 structures with the same formula, charge and spin is 125.4 kJ/mol. The charge is 0. The orbital gap comes out at 0.3700 Eh. The calculation puts the LUMO energy at 0.5785 eV. The highest occupied orbital energy is -9.49 eV. As for the SMILES: C[C@@H](O)[C@@H](C)NC=O. The total energy comes out at -402.33037 Eh.